No. 1
{
  "formula": "C2H6O2",
  "method": "ωB97M-V/def2-TZVPD",
  "symbols": ["C", "C", "O", "O", "H", "H", "H", "H", "H", "H"],
  "positions_angstrom": [[0.1562, -1.5110, -0.0615], [0.0363, -0.5137, -1.1782], [2.1323, -1.2222, -1.8291], [1.0201, -0.5392, -2.0002], [-0.7137, -2.1894, -0.2611], [1.1125, -1.9082, -0.1775], [-0.0399, -1.1244, 0.9919], [-0.8963, -0.0497, -1.5020], [1.1435, 0.6076, 1.1252], [0.9804, 1.3630, 0.8222]],
  "multiplicity": 1,
  "lumo_energy_ev": [0.00, 0.00],
  "gap_ha": [0.342, 0.342],
  "e_above_lowest_ev": 6.0592,
  "total_energy_ha": -230.05795
}

---

No. 2
{
  "formula": "C23H61Cl2N3O24S6",
  "method": "ωB97M-V/def2-TZVPD",
  "symbols": ["C", "C", "O", "S", "C", "O", "O", "H", "H", "H", "H", "H", "H", "H", "H", "C", "C", "O", "S", "C", "O", "O", "H", "H", "H", "H", "H", "H", "H", "H", "C", "C", "O", "S", "C", "O", "O", "H", "H", "H", "H", "H", "H", "H", "H", "C", "C", "O", "S", "C", "O", "O", "H", "H", "H", "H", "H", "H", "H", "H", "C", "C", "O", "S", "C", "O", "O", "H", "H", "H", "H", "H", "H", "H", "H", "C", "C", "O", "S", "C", "O", "O", "H", "H", "H", "H", "H", "H", "H", "H", "C", "N", "O", "O", "H", "H", "H", "C", "N", "O", "O", "H", "H", "H", "C", "N", "O", "O", "H", "H", "H", "Cl", "C", "C", "Cl", "H", "H", "H", "H"],
  "positions_angstrom": [[-3.2358, 0.3128, 9.8454], [-3.1159, 0.5898, 8.3772], [-3.4605, 1.9663, 8.1772], [-2.4988, 3.0079, 7.4861], [-2.9317, 2.7342, 5.7075], [-3.0197, 4.2863, 7.7982], [-1.0854, 2.8333, 7.7217], [-4.2707, 0.3538, 10.1844], [-2.5255, 0.8608, 10.4571], [-2.9225, -0.7555, 10.0187], [-2.1172, 0.4577, 7.9342], [-3.7684, -0.0900, 7.7571], [-3.0274, 3.6834, 5.2737], [-3.9016, 2.2805, 5.6857], [-2.3329, 2.0313, 5.1596], [-3.8254, -5.6174, -0.2897], [-4.0621, -4.4177, -1.1866], [-5.2398, -3.7075, -0.6131], [-5.2527, -2.1045, -0.6484], [-5.1356, -1.8170, -2.3748], [-6.4979, -1.7744, -0.0674], [-4.0636, -1.5674, 0.0104], [-3.9261, -5.4193, 0.7528], [-2.7777, -5.8730, -0.4686], [-4.4511, -6.4332, -0.5749], [-3.2426, -3.7458, -1.2564], [-4.3585, -4.6351, -2.2164], [-4.2247, -2.2685, -2.8668], [-5.2527, -0.7677, -2.6560], [-5.8934, -2.3936, -2.7976], [-2.2846, 0.1540, 1.7773], [-1.5039, -0.9751, 1.2160], [-1.3585, -0.9078, -0.2459], [-0.6596, -1.9958, -1.0627], [1.0956, -1.6781, -0.9335], [-0.8178, -3.2503, -0.3884], [-1.0526, -1.9039, -2.4335], [-2.8688, -0.1650, 2.6273], [-3.1188, 0.4503, 1.0938], [-1.7715, 1.0295, 2.0502], [-0.4964, -0.9225, 1.7232], [-1.9620, -1.9188, 1.5422], [1.3592, -1.7790, 0.0732], [1.4554, -0.7112, -1.3999], [1.4014, -2.5116, -1.5299], [2.3233, 2.0964, -4.9751], [1.6916, 2.3335, -3.6591], [2.0925, 1.4075, -2.5190], [3.4710, 1.7693, -1.8092], [2.8549, 2.7033, -0.4711], [3.9182, 0.4891, -1.2566], [4.3431, 2.5554, -2.6583], [3.3726, 2.4468, -5.0362], [1.8302, 2.7775, -5.6651], [2.3527, 1.0106, -5.1383], [1.7392, 3.3443, -3.2095], [0.6178, 2.1675, -3.7029], [2.0405, 3.3829, -0.8975], [3.7815, 3.0748, 0.0405], [2.3120, 1.9901, 0.1598], [0.5238, 2.6905, 3.2177], [1.1673, 1.3675, 3.4998], [2.0526, 0.8653, 2.3826], [2.7509, -0.5548, 2.6571], [4.3001, -0.2351, 1.7382], [3.0577, -0.6856, 4.0243], [1.8898, -1.5630, 2.1062], [-0.0235, 3.0316, 4.0575], [-0.0248, 2.7050, 2.2497], [1.3562, 3.3944, 3.0413], [1.8098, 1.1988, 4.3716], [0.3829, 0.5962, 3.6036], [5.1261, 0.1575, 2.4394], [4.1915, 0.5020, 0.9603], [4.4905, -1.1540, 1.1097], [-4.0301, 6.1195, -2.4367], [-3.8487, 4.5775, -2.4051], [-2.9361, 4.1570, -1.2885], [-1.3999, 3.9277, -1.5371], [-1.2523, 2.1538, -1.7287], [-1.0354, 4.4707, -2.7990], [-0.7474, 4.4606, -0.3697], [-3.0736, 6.6568, -2.5218], [-4.5303, 6.5626, -1.6169], [-4.6849, 6.4032, -3.2941], [-4.7651, 4.0242, -2.1491], [-3.3814, 4.3104, -3.3067], [-1.5538, 1.5906, -0.8188], [-0.2287, 1.8819, -1.9375], [-1.8311, 1.8984, -2.6258], [4.7265, -2.2936, -3.5498], [3.6984, -1.6967, -4.4198], [2.5411, -2.0483, -4.3362], [4.0850, -0.8205, -5.1595], [4.5355, -1.7507, -2.6336], [5.7599, -2.2797, -3.9019], [4.3090, -3.3307, -3.3208], [7.8716, 1.3036, -1.6490], [7.2143, 0.6582, -0.4229], [7.0598, -0.5666, -0.4378], [6.8757, 1.3368, 0.4943], [8.4574, 0.5090, -2.0638], [8.4089, 2.1776, -1.2385], [6.9466, 1.6090, -2.2137], [-0.3234, -2.0567, -5.4761], [-0.6406, -0.6715, -4.8536], [0.2269, -0.1932, -4.1870], [-1.7485, -0.2025, -4.9828], [0.5578, -2.5044, -4.9214], [-0.1297, -1.9577, -6.5938], [-1.2384, -2.6996, -5.3181], [0.2247, -7.0943, -1.1075], [1.2831, -5.6539, -1.0021], [2.0802, -5.6882, 0.2841], [3.3173, -6.9463, 0.2063], [0.6573, -4.7730, -1.0222], [1.8626, -5.6730, -1.9417], [1.4080, -5.9857, 1.0958], [2.4806, -4.6930, 0.4072]],
  "multiplicity": 1,
  "lumo_energy_ev": 0.05,
  "gap_ha": 0.389,
  "total_energy_ha": -6192.03499
}

---

No. 3
{
  "formula": "C24H53BeF6O20S5",
  "method": "ωB97M-V/def2-TZVPD",
  "symbols": ["Be", "C", "O", "H", "H", "H", "O", "S", "O", "O", "C", "C", "C", "H", "H", "H", "H", "H", "H", "H", "H", "O", "S", "O", "O", "C", "C", "C", "H", "H", "H", "H", "H", "H", "H", "H", "O", "S", "O", "O", "C", "C", "C", "H", "H", "H", "H", "H", "H", "H", "H", "O", "S", "O", "O", "C", "C", "C", "H", "H", "H", "H", "H", "H", "H", "H", "O", "S", "O", "O", "C", "C", "C", "H", "H", "H", "H", "H", "H", "H", "H", "C", "C", "O", "C", "O", "C", "F", "F", "F", "H", "H", "H", "H", "H", "C", "C", "O", "C", "O", "C", "F", "F", "F", "H", "H", "H", "H", "H"],
  "positions_angstrom": [[-3.8063, -1.3015, -2.1790], [-0.5362, 0.1914, -0.6397], [-1.7225, -0.1619, -1.3299], [0.3827, -0.2600, -1.0139], [-0.2722, 1.2489, -0.6419], [-0.6508, -0.0983, 0.4048], [-1.6842, 3.2452, 4.3968], [-0.4983, 4.0096, 4.0116], [0.1417, 4.9942, 4.8761], [0.7200, 3.0628, 3.3904], [0.4489, 1.7959, 2.8573], [1.6041, 0.8647, 3.1379], [-0.9116, 5.0081, 2.4849], [0.2076, 1.8920, 1.7987], [-0.4299, 1.3653, 3.3374], [1.7415, 0.6472, 4.1971], [2.5347, 1.3105, 2.7866], [1.5328, -0.0907, 2.6180], [-1.1426, 4.3250, 1.6675], [-0.0815, 5.6831, 2.2764], [-1.7537, 5.6797, 2.6517], [-3.6877, -2.6689, -0.1375], [-3.8527, -3.6345, 0.9132], [-3.6933, -5.0594, 0.6429], [-2.8703, -3.2517, 2.1519], [-2.7035, -1.9322, 2.6443], [-1.3265, -1.9678, 3.3104], [-5.4754, -3.3846, 1.6780], [-3.4923, -1.6718, 3.3501], [-2.7066, -1.2468, 1.7968], [-1.1207, -1.1292, 3.9756], [-0.4760, -2.1991, 2.6692], [-1.2732, -2.7692, 4.0473], [-5.4261, -4.0147, 2.5660], [-6.2630, -3.8245, 1.0661], [-5.6750, -2.3146, 1.7363], [-4.7039, 0.1370, -0.2443], [-4.8530, 1.2109, 0.6795], [-5.8672, 2.1843, 0.3568], [-5.2280, 0.4738, 2.0702], [-5.4623, 1.3305, 3.1739], [-4.5887, 0.8750, 4.3269], [-3.2771, 2.0129, 1.2674], [-6.4926, 1.3805, 3.5260], [-5.3098, 2.4057, 3.0803], [-4.8141, -0.1873, 4.4206], [-4.7844, 1.3752, 5.2754], [-3.5127, 0.9723, 4.1829], [-2.7333, 2.2632, 0.3565], [-2.5978, 1.3544, 1.8086], [-3.5299, 2.9175, 1.8206], [-1.3255, -5.1539, -3.9508], [-1.2090, -4.0629, -2.9930], [-2.3821, -3.2677, -2.5692], [-0.4313, -4.5788, -1.6012], [-0.3773, -3.7539, -0.4816], [-0.2133, -4.6603, 0.7681], [0.0431, -2.9341, -3.6364], [-1.1406, -2.9821, -0.3826], [0.5978, -3.2873, -0.6217], [-1.0197, -5.3937, 0.7707], [-0.2244, -4.1228, 1.7163], [0.7245, -5.2039, 0.6537], [-0.1826, -1.9404, -3.2495], [-0.3256, -2.8651, -4.6599], [1.0553, -3.3378, -3.6108], [1.4710, 6.2443, 0.1175], [1.5109, 5.4472, -1.1377], [1.6705, 6.0753, -2.4663], [2.7416, 4.3116, -1.0172], [2.8391, 3.2911, -2.0661], [4.3522, 2.9867, -1.9818], [0.0237, 4.3706, -1.1679], [2.6196, 3.7713, -3.0197], [2.2167, 2.4261, -1.8369], [4.9457, 3.9010, -1.9806], [4.6829, 2.3442, -2.7978], [4.6536, 2.4541, -1.0798], [-0.2442, 3.9239, -0.2104], [0.2173, 3.5432, -1.8506], [-0.8701, 4.9261, -1.4517], [3.3830, -3.9293, 2.1228], [4.6616, -3.4600, 1.3441], [4.4343, -2.2768, 0.5801], [3.8140, -2.2520, -0.6195], [3.3714, -3.2443, -1.2305], [3.5767, -0.7639, -1.1085], [2.9125, -0.0073, -0.2446], [4.7621, -0.1858, -1.2398], [2.9182, -0.7929, -2.2420], [2.4569, -4.0736, 1.5664], [3.2260, -3.3178, 3.0114], [3.5644, -4.9128, 2.5563], [5.0780, -4.1752, 0.6347], [5.4217, -3.2388, 2.0933], [0.8252, 0.7706, -4.2497], [1.8781, 1.4562, -5.0954], [3.0156, 0.6976, -4.9211], [4.1567, 1.0275, -5.5371], [4.3469, 2.0769, -6.2030], [5.3397, 0.0302, -5.1244], [4.7968, -0.9932, -4.4802], [5.9660, -0.2933, -6.1731], [6.1679, 0.7414, -4.4129], [-0.1208, 1.3112, -4.2193], [1.1686, 0.7156, -3.2167], [0.7549, -0.2977, -4.4543], [2.0423, 2.4890, -4.7879], [1.6347, 1.3789, -6.1550]],
  "total_charge": 1,
  "multiplicity": 1,
  "lumo_energy_ev": -7.55,
  "gap_ha": 0.167,
  "total_energy_ha": -5055.35409
}

---

Look up the multiplicity of the second one.
1